Record 1
A structure of composition C18H28ClCuN3NbO3, computed with ωB97M-V/def2-TZVPD.

Geometry (Å):
N  2.144  -0.358  -0.593
C  3.146  -0.851  0.031
O  4.054  -1.463  0.469
Cu  1.322  0.232  -2.732
Nb  0.029  -0.171  -0.577
N  -0.564  -1.709  -1.680
N  -0.070  1.554  -1.549
C  -0.336  -3.155  -1.363
C  0.495  2.907  -1.578
C  0.824  -3.646  -2.222
C  -1.617  -3.888  -1.762
C  -0.064  -3.331  0.118
C  0.142  3.471  -2.956
C  -0.086  3.841  -0.492
C  1.993  2.784  -1.401
H  0.615  -3.609  -3.301
H  1.001  -4.687  -1.932
H  1.758  -3.101  -2.044
H  -2.476  -3.433  -1.265
H  -1.569  -4.927  -1.425
H  -1.803  -3.876  -2.845
H  0.842  -2.803  0.442
H  0.074  -4.406  0.276
H  -0.944  -3.027  0.701
H  0.449  2.775  -3.746
H  0.676  4.414  -3.105
H  -0.926  3.708  -3.068
H  -1.150  4.099  -0.624
H  0.436  4.808  -0.579
H  0.083  3.465  0.530
H  2.261  2.351  -0.429
H  2.388  3.801  -1.473
H  2.438  2.211  -2.236
C  -1.576  1.527  -1.653
H  -2.129  0.660  -1.194
H  -2.058  2.402  -1.187
H  -1.884  1.557  -2.706
C  -0.992  -1.389  -3.076
H  -2.073  -1.468  -3.229
H  -0.710  -0.371  -3.370
H  -0.479  -2.067  -3.755
Cl  -0.889  1.570  7.943
C  -0.576  0.996  6.353
C  0.089  -0.226  6.179
C  0.359  -0.673  4.889
C  -0.116  0.061  3.786
C  -0.767  1.280  3.953
C  -1.025  1.738  5.241
C  0.170  -0.449  2.403
O  1.037  -1.310  2.178
O  -0.574  0.083  1.409
H  0.404  -0.810  7.058
H  0.891  -1.606  4.698
H  -1.110  1.839  3.074
H  -1.556  2.674  5.416

Computed properties:
energy above the lowest of the compared OMol25 structures with the same formula, charge and spin: 0.00 kJ/mol
multiplicity: 1
net charge: +2

These are the Löwdin partial charges, in e, on atoms 1 to 6:
1. N -0.087
2. C -0.306
3. O 0.244
4. Cu 0.507
5. Nb 1.907
6. N -0.237

***

Record 2
A structure of composition C18H28F6N2O13S2Sr, computed with ωB97M-V/def2-TZVPD.

Geometry (Å):
Sr  -0.721  -0.244  0.223
C  -3.570  -3.813  -0.839
F  -3.157  -5.045  -1.032
F  -4.874  -3.768  -1.211
F  -3.636  -3.489  0.470
S  -2.457  -2.628  -1.636
O  -2.618  -2.875  -3.051
O  -2.877  -1.406  -1.052
N  -1.058  -2.845  -1.070
S  0.020  -3.909  -1.627
O  0.000  -5.179  -1.061
O  0.312  -3.791  -2.986
C  1.508  -3.149  -0.834
F  1.545  -1.812  -1.011
F  1.708  -3.408  0.452
F  2.577  -3.598  -1.554
C  -0.229  2.667  1.975
O  0.175  1.432  1.450
H  0.250  2.963  2.904
H  -0.225  3.502  1.240
H  -1.301  2.620  2.301
C  1.845  -0.808  2.265
O  0.785  -1.664  1.934
C  0.082  -2.266  2.997
C  -1.316  -2.725  2.496
O  -1.919  -1.601  1.919
C  -2.590  -0.669  2.779
C  -3.563  0.127  1.881
O  -2.803  0.823  1.004
C  -3.461  1.757  0.199
H  2.310  -0.606  1.281
H  2.530  -1.268  2.913
H  1.547  0.067  2.800
H  -0.139  -1.567  3.863
H  0.638  -3.195  3.269
H  -1.914  -3.158  3.324
H  -1.185  -3.551  1.753
H  -1.917  -0.022  3.253
H  -3.109  -1.174  3.555
H  -4.157  0.811  2.540
H  -4.241  -0.473  1.336
H  -4.425  1.328  -0.150
H  -2.805  1.959  -0.635
H  -3.565  2.692  0.688
C  4.959  3.798  0.899
C  5.710  3.235  -0.122
C  5.132  2.308  -0.941
C  3.832  2.072  -0.784
C  3.026  2.676  0.164
C  3.593  3.564  1.024
N  3.130  1.052  -1.622
O  3.757  0.074  -1.942
O  1.921  1.111  -1.697
H  5.433  4.536  1.603
H  6.687  3.625  -0.290
H  5.570  1.682  -1.765
H  1.989  2.476  0.155
H  3.001  4.105  1.734
C  -0.547  3.478  -1.927
O  -0.068  2.649  -3.009
C  -0.563  1.405  -2.960
O  -1.195  0.941  -2.025
O  -0.215  0.786  -4.084
C  -0.338  -0.655  -4.219
H  -0.126  3.094  -0.991
H  -1.582  3.529  -1.815
H  -0.111  4.544  -1.997
H  0.563  -1.107  -3.703
H  -0.321  -0.911  -5.241
H  -1.236  -1.110  -3.760

Computed properties:
multiplicity: 1

These are the Löwdin partial charges, in e, on atoms 1 to 6:
1. Sr 1.568
2. C -0.653
3. F 0.165
4. F 0.128
5. F 0.111
6. S 0.529

***

Computed values of LUMO (unit: eV) for the preceding records, in sequence: -9.0, -0.4.
Computed values of max |F| (unit: hartree/bohr) for the preceding records, in sequence: 0.0745, 0.0706.
Computed values of Kohn-Sham gap (unit: hartree) for the preceding records, in sequence: 0.170, 0.297.